No. 1
{"formula": "C7H17NO", "method": "ωB97M-V with the def2-TZVPD basis set", "multiplicity": 1, "fmax_ev_per_a": 7.05, "de_lowest_ev": 6.992, "e_tot_ev": -11066.1460, "mol_weight_g_mol": 131.2, "e_homo_ev": -9.953, "e_lumo_ev": 0.18, "orbital_gap_ev": 10.13, "elements": ["H", "H", "C", "H", "H", "H", "H", "H", "H", "H", "C", "H", "H", "C", "H", "H", "H", "C", "C", "H", "C", "O", "H", "C", "H", "N"], "coordinates": [[1.726, 1.531, -2.136], [2.224, 0.294, 2.993], [1.353, 1.135, 0.626], [0.074, -2.664, -0.271], [-0.485, 0.652, 1.469], [2.355, 1.425, 0.764], [0.628, -0.830, 3.461], [0.734, 3.042, -2.198], [-1.006, -0.558, -3.052], [1.166, -0.109, 0.343], [0.493, 0.874, 1.928], [1.540, -1.076, 2.115], [-0.143, -2.339, -2.663], [1.254, -0.237, 2.797], [0.234, 2.835, 0.400], [0.236, 1.739, 2.420], [-0.381, 1.489, -0.270], [0.670, 1.991, -0.239], [-0.531, -1.344, -2.183], [0.598, -0.673, -1.493], [1.325, 2.390, -1.504], [-2.528, -0.819, -0.516], [2.167, 2.968, -1.424], [-1.609, -1.530, -0.909], [-1.015, -2.317, 1.151], [-1.165, -2.647, -0.083]], "atomic_forces_ev_per_a": [[-0.903, 0.606, 0.824], [-0.995, -1.023, 1.145], [-1.121, -6.196, 2.866], [-4.867, -0.320, 0.391], [0.145, -0.971, 0.515], [1.538, -0.211, 0.514], [0.379, 0.963, 1.165], [-0.117, -0.864, 0.646], [1.545, -2.333, 2.662], [1.694, 3.314, -0.400], [1.315, -2.362, -1.575], [0.007, 0.760, -0.041], [-0.866, 1.969, 1.145], [-0.337, 0.731, -2.781], [1.284, -0.048, -0.973], [0.155, 2.215, 1.785], [1.435, 0.634, -1.403], [-5.476, 1.963, -0.312], [0.251, 2.636, 0.525], [-3.610, -2.111, -2.368], [-1.382, -1.070, -3.087], [1.856, -1.189, -1.891], [2.341, 1.494, 1.109], [1.178, 0.482, 1.231], [-1.398, -1.005, -4.950], [5.947, 1.938, 3.256]]}

No. 2
{"formula": "C12H25BN2O4", "method": "ωB97M-V with the def2-TZVPD basis set", "multiplicity": 1, "fmax_ev_per_a": 3.73, "smiles": "CC(C)CN1C[C@H](CCCB(O)O)[C@](N)(C(=O)O)C1", "de_lowest_ev": 1.176, "e_tot_ev": -24698.9064, "mol_weight_g_mol": 272.2, "e_homo_ev": -7.851, "e_lumo_ev": 0.47, "orbital_gap_ev": 8.32, "elements": ["H", "H", "H", "H", "H", "H", "C", "O", "N", "O", "H", "H", "H", "H", "C", "H", "C", "H", "H", "H", "H", "C", "C", "C", "H", "C", "H", "C", "H", "C", "B", "C", "H", "H", "N", "H", "H", "O", "O", "H", "C", "H", "H", "C"], "coordinates": [[2.563, 0.459, 0.067], [1.653, -2.447, -2.408], [-0.639, -1.039, -1.500], [2.784, -4.610, -0.429], [0.164, 5.572, 2.387], [-1.476, 0.056, 1.038], [1.017, -3.354, -0.571], [-2.325, 0.152, -0.978], [1.414, -0.839, -1.102], [-0.134, 4.715, 2.741], [2.856, -2.369, -1.096], [0.123, 2.074, -2.711], [-1.443, 3.945, -0.088], [0.202, 1.875, 2.876], [-1.581, 1.281, -0.992], [-0.091, -0.467, 1.985], [0.183, -0.332, -1.663], [-1.032, -2.693, -0.538], [-2.252, 3.092, 2.953], [0.246, 2.973, -1.344], [0.955, 1.833, 0.692], [-0.764, 1.467, 2.555], [-0.516, 0.409, 1.481], [-1.618, 2.674, 2.116], [-3.262, 0.415, -0.954], [1.783, -2.286, -1.341], [1.088, -3.013, 0.486], [0.519, 0.871, 0.416], [1.319, -5.466, -0.022], [1.661, -0.135, 0.208], [-0.867, 4.048, 1.753], [-0.433, -3.523, -0.924], [0.381, -0.245, -2.739], [1.651, -5.107, -1.685], [0.512, 2.103, -1.785], [-2.259, 2.414, 1.259], [-0.591, -3.578, -2.014], [-2.075, 2.376, -0.929], [-0.984, 4.621, 0.471], [1.809, -0.835, 1.025], [1.726, -4.724, -0.689], [-0.905, -4.384, -0.439], [-1.252, 0.948, 3.412], [-0.110, 1.077, -0.980]], "atomic_forces_ev_per_a": [[0.365, -0.166, 0.238], [0.148, -0.021, -0.290], [0.101, 0.451, -0.206], [-0.054, -0.118, -0.147], [-0.005, -0.393, 0.230], [0.757, 0.314, 0.395], [0.673, -0.501, 1.228], [-0.453, 0.607, -0.347], [0.386, -0.272, 1.149], [-0.573, -0.031, -1.181], [-0.343, -0.029, -0.177], [-0.068, 0.161, -0.342], [0.313, 0.783, 0.273], [-0.079, -0.405, 0.307], [-0.631, -0.339, 1.007], [-0.096, 0.072, -0.052], [0.238, -0.323, -0.143], [0.049, 0.123, -0.236], [0.299, -0.912, -0.620], [0.192, 0.545, -0.321], [-0.087, 0.020, 0.275], [-0.456, 0.086, 0.634], [0.108, -0.093, -0.028], [-0.210, 1.255, 0.133], [0.190, 0.056, 0.024], [-0.314, 1.802, 0.459], [-0.127, -0.429, -0.313], [-0.770, -0.151, 0.121], [-0.359, -0.184, 0.315], [0.376, -0.283, -1.749], [0.303, 0.152, -0.583], [-1.113, 0.506, -0.084], [-0.586, 0.325, -0.079], [0.000, -0.230, -0.765], [0.552, 0.136, 1.059], [-0.083, 0.053, 0.690], [0.026, -0.105, 0.334], [-0.746, 0.374, -0.457], [-0.128, -1.216, 0.978], [-0.135, 0.028, 0.282], [0.576, 1.136, 0.539], [0.389, -0.190, -0.226], [0.410, 0.458, -0.412], [0.963, -3.052, -1.911]]}

No. 3
{"formula": "C3H9N3S", "method": "ωB97M-V with the def2-TZVPD basis set", "multiplicity": 1, "fmax_ev_per_a": 6.55, "smiles": "CSN(C)/C=N\\N", "de_lowest_ev": 5.182, "e_tot_ev": -18557.4972, "mol_weight_g_mol": 119.2, "e_homo_ev": -8.625, "e_lumo_ev": 0.76, "orbital_gap_ev": 9.38, "elements": ["C", "H", "N", "C", "C", "H", "H", "H", "H", "N", "H", "H", "S", "N", "H", "H"], "coordinates": [[0.018, 0.771, -0.872], [-3.531, -1.104, -0.247], [-0.161, -0.700, -0.242], [2.480, 0.130, 0.516], [-0.933, -0.288, 0.972], [-2.127, -1.402, -0.849], [0.484, 0.627, -1.854], [1.985, 0.508, 1.361], [3.322, -0.456, 0.869], [-2.237, -0.232, 0.852], [-0.921, 1.106, -1.249], [0.450, 1.702, -0.212], [1.364, -1.255, -0.172], [-2.580, -0.634, -0.478], [-0.620, 0.444, 1.998], [3.006, 0.782, -0.393]], "atomic_forces_ev_per_a": [[-0.281, 0.477, -0.245], [1.440, 1.507, -1.096], [-0.979, 5.987, 1.242], [1.556, -1.252, -3.806], [-1.696, 1.996, 2.168], [2.266, -1.655, -0.613], [0.962, 0.006, 0.632], [-0.416, 1.381, 0.719], [0.110, -0.182, 0.256], [3.837, -0.853, -1.443], [-1.281, 0.153, 0.511], [-0.680, -2.983, -1.365], [3.282, -0.977, 1.034], [-6.057, 0.212, 2.489], [-0.001, -2.727, -3.166], [-2.061, -1.088, 2.684]]}

No. 4
{"formula": "C5H13N2", "method": "ωB97M-V with the def2-TZVPD basis set", "multiplicity": 1, "fmax_ev_per_a": 3.20, "smiles": "C=C(CCN)[NH2+]C", "de_lowest_ev": 2.144, "e_tot_ev": -8368.6661, "mol_weight_g_mol": 101.2, "e_homo_ev": -13.859, "total_charge": 1, "e_lumo_ev": -2.76, "orbital_gap_ev": 11.10, "elements": ["H", "N", "H", "C", "H", "C", "H", "H", "H", "H", "H", "H", "H", "N", "H", "H", "C", "C", "C", "H"], "coordinates": [[1.297, -1.552, -2.361], [-1.091, -0.254, 1.610], [-1.534, -0.946, 2.200], [-0.922, 0.742, -0.625], [2.526, 0.998, -0.339], [0.392, -0.984, -2.078], [0.458, -0.618, 1.055], [-1.026, 0.624, 2.115], [-2.679, 0.743, 0.661], [2.596, 0.397, 1.411], [-0.342, -1.101, -2.868], [-2.458, -0.723, -0.066], [1.581, -1.368, -0.049], [1.098, -0.491, 0.179], [-0.354, 1.525, -0.104], [-1.267, 1.066, -1.600], [2.002, 0.681, 0.543], [-1.846, 0.066, 0.377], [0.231, -0.275, -0.969], [1.339, 1.470, 0.910]], "atomic_forces_ev_per_a": [[-0.396, 0.089, 0.880], [0.157, -0.084, -0.336], [-0.195, 0.113, -0.022], [2.518, -1.974, -0.072], [0.494, 0.097, -0.086], [0.617, -0.464, -0.436], [-0.273, -0.063, -0.945], [-0.054, -0.249, 0.394], [0.559, 0.149, -0.219], [0.369, -0.111, -0.434], [-0.155, 0.822, 0.151], [0.874, -0.680, 0.156], [0.432, 0.410, 0.540], [1.182, 0.020, 0.293], [-0.685, 0.378, -0.402], [-0.723, 0.258, 0.351], [-1.053, -0.565, 0.516], [-2.079, 1.242, 0.150], [-1.790, 0.676, -0.175], [0.204, -0.063, -0.304]]}

No. 5
{"formula": "CH24O15", "method": "ωB97M-V with the def2-TZVPD basis set", "multiplicity": 1, "fmax_ev_per_a": 3.88, "de_lowest_ev": 2.664, "e_tot_ev": -32141.2814, "mol_weight_g_mol": 276.2, "e_homo_ev": -3.934, "total_charge": -2, "e_lumo_ev": 5.29, "orbital_gap_ev": 9.22, "elements": ["H", "O", "O", "O", "O", "H", "H", "H", "O", "O", "H", "H", "H", "H", "H", "O", "H", "H", "O", "H", "H", "C", "H", "O", "O", "H", "O", "H", "H", "H", "O", "H", "H", "H", "O", "H", "O", "H", "O", "H"], "coordinates": [[1.880, 0.248, 0.405], [-0.896, -2.964, 0.579], [0.867, 2.582, -1.605], [-2.592, -2.018, -2.377], [0.880, -0.996, -0.086], [-3.660, -0.038, 1.282], [0.564, 3.322, -1.088], [0.711, 1.909, 1.576], [-1.458, 1.681, -2.412], [2.764, 0.695, 0.454], [-1.278, 0.362, 3.038], [0.781, 3.346, 1.805], [-0.578, 2.055, -2.386], [1.051, -0.571, -3.155], [-2.238, -0.328, 0.510], [2.917, -2.543, -0.356], [1.600, -1.537, 1.348], [-0.389, -2.193, 0.329], [-0.528, -0.105, 2.672], [3.544, -2.249, 0.291], [2.138, -1.982, -0.311], [-0.094, -0.183, -0.230], [-1.781, 3.444, 0.055], [1.940, -1.840, 2.198], [-1.139, -0.371, -0.938], [1.124, -2.069, 2.698], [-2.128, 2.643, 0.382], [-0.405, 0.216, 1.713], [-2.099, -1.408, -1.764], [-1.843, -2.708, 0.623], [1.566, -1.121, -2.576], [-1.861, -2.211, -2.943], [-1.375, 2.065, 0.338], [1.177, -0.954, -1.717], [-2.917, -0.579, 1.125], [0.583, 1.815, -1.062], [1.173, 2.589, 2.149], [3.336, 0.065, 0.842], [-0.016, 1.015, 0.456], [-1.338, 0.919, -1.846]], "atomic_forces_ev_per_a": [[1.459, 0.590, 0.233], [-1.369, -0.978, 0.463], [0.544, -0.233, -0.401], [-0.180, 0.640, 0.750], [-2.135, 0.677, -0.311], [-0.523, 1.435, -0.570], [-0.054, 0.358, 0.326], [1.124, 0.219, 0.860], [-0.662, 0.701, -1.310], [-0.877, 1.018, -0.680], [-0.201, 0.078, -0.316], [-0.927, 2.447, -0.679], [0.254, 0.610, -0.378], [-0.313, 0.373, -0.519], [-0.199, 1.082, -0.919], [0.623, -1.112, -0.950], [-0.242, 0.024, 0.319], [0.089, 0.019, -0.159], [0.535, -0.305, -0.439], [0.053, 0.279, 0.571], [0.281, -0.081, -0.109], [-0.733, 2.595, 0.976], [0.294, 1.483, -0.740], [-0.379, -0.614, 1.287], [1.763, -0.452, 1.233], [0.763, 0.494, -0.589], [-1.709, 0.031, 0.989], [-0.336, 0.041, 2.297], [-0.717, -0.548, -0.204], [1.076, 0.109, -0.097], [0.425, -0.212, -1.073], [0.619, -0.547, -0.859], [0.950, -1.315, 0.002], [0.167, -0.346, 0.391], [0.007, -2.552, 1.373], [0.554, 0.535, 0.363], [0.221, -2.031, 0.411], [0.741, -0.987, 0.665], [-0.359, -2.850, -2.602], [-0.624, -0.674, 0.395]]}